The following is a quantum chemistry calculation of 9 unconnected molecules or ions with the total composition C30H85N11O9, from the OMol25 dataset.

```
135
Properties=species:S:1:pos:R:3:forces:R:3:lowdin_charge:R:1
C -2.9925 -6.3499 -1.8739 1.173 1.923 0.738 -0.15
O -3.7774 -6.9511 -2.8332 -0.126 -1.502 1.052 -0.17
C -5.0632 -6.3850 -2.9344 0.181 0.617 -0.145 -0.19
C -6.0301 -6.1849 -1.6879 -0.616 -1.736 -1.956 -0.41
C -6.7520 -7.4984 -1.4165 1.003 -0.971 1.433 -0.09
N -7.1085 -5.3049 -2.1143 0.420 0.485 0.751 0.02
H -2.0408 -6.7991 -1.5902 -0.098 -0.870 -0.872 0.09
H -3.4049 -6.1460 -0.8858 -0.847 -0.268 -0.035 0.08
H -2.7291 -5.3684 -2.2682 0.259 0.508 0.107 0.09
H -4.9588 -5.3924 -3.3723 0.169 0.512 -0.022 0.11
H -5.4498 -6.9958 -3.7502 -0.973 -0.019 0.363 0.13
H -5.5152 -5.8641 -0.7823 -0.082 0.331 -0.228 0.13
H -7.2273 -7.9740 -2.2743 -0.128 0.426 -0.138 0.08
H -7.4300 -7.4340 -0.5654 -0.405 0.354 -0.296 0.08
H -6.0374 -8.2326 -1.0446 0.323 -0.203 -0.225 0.08
H -6.7625 -4.4195 -2.4555 -0.198 0.043 -0.309 0.07
H -7.6589 -5.8031 -2.7991 -0.056 0.385 -0.227 0.07
C 3.9514 -5.5950 6.2659 -1.692 0.425 -1.932 -0.04
O 2.7772 -5.2375 5.4211 0.929 -0.863 0.551 -0.23
C 2.5520 -6.0189 4.2391 1.099 -0.539 0.712 -0.19
C 2.3869 -7.5410 4.4682 -0.821 0.299 1.241 -0.46
C 2.1145 -8.3345 3.2281 0.856 -0.516 -0.926 -0.08
N 1.3472 -7.7980 5.4736 -0.762 0.335 0.014 0.03
H 3.8362 -6.6248 6.6039 -0.026 0.256 0.625 0.07
H 3.9216 -4.7857 6.9955 0.331 -0.594 0.288 0.09
H 4.8495 -5.5598 5.6493 0.172 0.216 0.027 0.08
H 1.6802 -5.5034 3.8362 -0.044 -0.528 -0.506 0.13
H 3.4232 -5.9947 3.5846 0.135 0.737 -0.415 0.12
H 3.2547 -7.9754 4.9645 0.639 0.415 -0.396 0.12
H 1.9561 -9.3893 3.4527 -0.886 0.123 0.353 0.08
H 2.9950 -8.4854 2.6036 0.357 0.733 -0.126 0.07
H 1.3584 -7.8894 2.5814 -0.309 -0.235 0.179 0.08
H 1.2048 -6.9212 5.9542 0.272 0.208 0.688 0.06
H 0.4476 -7.8819 5.0221 -0.248 -0.451 -0.380 0.06
C 10.0851 1.4846 4.7798 1.190 1.047 -1.966 -0.12
O 11.2010 0.9426 5.3967 0.136 -1.314 1.564 -0.19
C 12.2614 1.7919 5.6828 2.182 -0.496 1.322 -0.21
C 13.0899 1.3275 6.9857 -0.800 2.093 0.282 -0.41
C 14.2365 2.3723 7.3483 -1.326 -0.482 -0.353 -0.06
N 13.6433 -0.0121 7.0083 -0.186 0.869 -0.534 0.03
H 9.3843 2.0335 5.4089 -0.221 -0.543 0.206 0.09
H 9.7184 0.7540 4.0588 -0.800 -0.280 0.746 0.09
H 10.5199 2.1981 4.0798 -0.407 0.796 -0.257 0.08
H 13.0084 1.7392 4.8908 0.012 0.186 -0.622 0.12
H 11.9984 2.8385 5.8364 -0.371 0.067 -0.010 0.12
H 12.3397 1.3923 7.7739 0.070 -0.049 0.321 0.12
H 14.8482 2.6880 6.5031 0.294 -0.605 -0.154 0.06
H 14.8105 1.9193 8.1566 0.214 0.141 -0.248 0.07
H 13.8422 3.3280 7.6935 -0.375 -0.118 0.245 0.06
H 12.8677 -0.6587 6.9889 0.046 -0.320 -0.319 0.07
H 14.1300 -0.0253 6.1234 0.339 -0.995 -0.221 0.07
C 4.0282 7.9614 -7.1377 -0.447 -2.069 0.952 -0.09
O 2.7046 7.5873 -7.5480 0.324 1.066 -1.055 -0.21
C 1.8722 6.8798 -6.6493 0.364 0.838 0.294 -0.23
C 0.6167 6.3404 -7.4027 1.704 -1.297 0.830 -0.37
C -0.3464 5.6797 -6.3309 1.217 0.948 -1.786 -0.05
N 1.1674 5.3584 -8.3908 -0.899 0.430 -0.127 0.02
H 4.2031 8.8246 -6.4955 -0.779 0.819 -0.613 0.08
H 4.7004 7.8952 -7.9932 -0.242 0.398 0.011 0.09
H 4.3287 7.1862 -6.4328 0.490 -0.526 -0.051 0.07
H 2.4555 6.0547 -6.2406 -0.084 -0.546 0.060 0.11
H 1.7107 7.5494 -5.8046 -0.742 0.089 0.278 0.12
H 0.1548 7.1686 -7.9402 -0.128 -0.196 -0.044 0.13
H -1.1240 5.0647 -6.7841 0.061 0.178 -0.100 0.07
H -0.7749 6.5512 -5.8359 -0.126 -0.467 0.593 0.07
H 0.2922 5.0424 -5.7193 -0.294 0.141 0.434 0.07
H 1.7373 4.6459 -7.9575 -0.282 -0.249 0.630 0.06
H 1.8605 5.8297 -8.9543 -0.134 0.443 -0.299 0.06
C -9.1971 2.9575 3.6161 0.651 -0.981 -0.547 -0.08
O -8.1363 2.1002 3.1141 -0.200 0.067 1.232 -0.20
C -7.1825 1.7777 4.1495 1.481 -0.365 -1.492 -0.20
C -5.8930 1.2267 3.4584 0.016 2.046 -1.403 -0.40
C -5.3100 2.2490 2.3356 -0.457 -0.864 0.938 -0.05
N -6.0969 -0.0261 2.7963 -0.156 -0.959 -0.849 0.02
H -8.9007 3.9919 3.4422 -0.033 0.140 0.586 0.08
H -9.4114 2.6632 4.6435 0.072 0.560 0.192 0.08
H -10.1216 2.7916 3.0630 0.196 -0.238 -0.294 0.08
H -6.8557 2.6549 4.7079 -0.323 0.310 0.081 0.11
H -7.4849 0.9967 4.8471 -0.679 0.026 -0.030 0.12
H -5.1128 0.9686 4.1745 -0.134 0.827 0.533 0.13
H -5.8865 2.2275 1.4108 -0.571 -0.275 0.217 0.06
H -4.3523 1.8309 2.0254 0.355 0.406 0.268 0.06
H -5.2715 3.3084 2.5893 0.375 -0.101 0.401 0.06
H -6.3621 0.1810 1.8440 -0.864 -0.095 -0.185 0.06
H -5.1739 -0.3914 2.6099 0.278 -0.507 0.349 0.07
C -1.1861 -0.6673 -2.1955 0.164 0.834 1.555 -0.05
O -0.4738 -0.8458 -0.8930 -3.230 0.056 -2.645 -0.19
C 0.8856 -0.9797 -0.9191 1.349 0.295 1.612 -0.25
C 1.5576 0.3847 -0.8469 -1.759 0.582 0.024 -0.47
C 3.0074 0.3630 -0.7589 2.563 1.020 -0.049 -0.09
N 1.0737 1.1683 0.3212 -0.782 -0.729 -0.276 0.04
H -2.2447 -0.5838 -1.9492 0.020 -0.735 0.213 0.08
H -1.0046 -1.4146 -2.9679 0.235 -0.318 0.427 0.08
H -1.0443 0.3193 -2.6367 0.826 0.153 -0.005 0.07
H 1.0583 -1.4668 0.0406 0.590 -0.384 0.013 0.13
H 1.2991 -1.5820 -1.7280 -0.101 -0.060 -0.248 0.13
H 1.1443 0.8615 -1.7357 0.643 0.424 -0.579 0.13
H 3.4217 -0.2813 0.0165 -0.212 -0.610 -0.311 0.09
H 3.3556 1.3289 -0.3929 -0.155 0.376 0.054 0.07
H 3.5570 0.3228 -1.6993 -0.140 -0.804 -0.103 0.08
H 0.0891 1.2911 0.1323 -0.500 -0.159 0.510 0.06
H 1.4174 2.1174 0.2858 0.511 0.067 -0.140 0.06
C -7.8755 0.8023 -4.6517 1.048 -0.484 0.945 -0.11
O -7.4555 -0.4687 -5.1922 -2.211 0.037 -0.696 -0.19
C -8.5522 -1.1292 -5.9121 -0.158 0.651 -0.380 -0.18
C -8.0911 -1.9179 -7.1544 1.116 0.897 1.082 -0.46
C -7.0406 -1.0769 -7.8150 0.455 0.687 -0.786 -0.08
N -9.1965 -2.1217 -8.0346 -1.273 -0.743 -0.339 0.03
H -8.6041 0.7012 -3.8473 -0.198 -0.309 0.000 0.08
H -8.2343 1.6004 -5.3016 -0.075 -0.533 -0.851 0.08
H -6.9696 1.1951 -4.1901 0.013 0.035 0.068 0.08
H -9.2776 -1.6855 -5.3183 0.635 -0.452 0.777 0.12
H -9.2238 -0.3763 -6.3246 0.215 0.691 -0.159 0.10
H -7.6292 -2.8605 -6.8605 -0.234 -0.272 0.085 0.13
H -6.2463 -0.7409 -7.1485 0.080 -0.322 -0.170 0.08
H -7.5366 -0.1857 -8.1994 -0.035 0.317 0.076 0.08
H -6.6605 -1.5672 -8.7112 0.329 -0.192 0.109 0.08
H -9.8942 -1.3922 -8.0006 0.063 0.153 0.211 0.07
H -8.9297 -2.1969 -9.0058 0.237 -0.171 0.041 0.07
N 3.2732 0.2393 4.8901 -1.511 -2.447 -1.019 0.16
C 3.8307 0.9921 5.8097 2.986 -2.704 1.150 -0.81
N 3.8616 2.2380 5.5296 -0.081 5.973 -1.259 0.16
O 4.5344 0.5393 6.7018 -0.550 -0.829 1.320 0.02
H 3.2768 -0.7247 5.1916 -0.407 -0.061 -0.760 0.12
H 2.7337 0.5983 4.1153 -0.091 -0.393 0.357 0.11
H 3.8083 2.4481 4.5431 -0.158 0.442 0.215 0.11
H 4.5755 2.7500 6.0280 -0.218 0.014 -0.051 0.12
N 2.0427 8.5351 0.6433 0.445 3.532 1.004 0.14
C 1.9052 7.2521 0.4064 4.128 -0.549 4.750 -0.80
N 1.2019 7.0954 -0.6288 -3.194 -2.260 -4.347 0.18
O 2.5250 6.4767 1.1374 -0.727 -1.231 -0.668 0.01
H 1.4007 9.1458 0.1585 0.580 0.675 0.913 0.10
H 2.6142 8.7654 1.4436 -0.436 0.460 -0.266 0.12
H 0.9986 6.1536 -0.9317 -0.250 0.559 -0.483 0.13
H 0.9798 7.9788 -1.0652 -0.553 -1.208 -0.914 0.12
```
Positions in Å, forces in eV/Å.

Results
largest force on an atom = 6.32 eV/A
structure (SMILES) = COC[C@H](C)N.COC[C@H](C)N.COC[C@H](C)N.COC[C@H](C)N.COC[C@H](C)N.COC[C@H](C)N.COC[C@H](C)N.NC(N)=O.NC(N)=O
energy above the lowest of the compared OMol25 structures with the same formula, charge and spin = 7.239 eV
gap between HOMO and LUMO = 9.006 eV